ORCA calculation (ωB97M-V/def2-TZVPD) on the molecule C3H3N3 in a non-equilibrium geometry.

Geometry (Å):
N: 1.2038 1.0921 0.2500
N: 0.4276 -0.0344 -1.5931
N: 1.3148 0.7419 -1.0107
C: 0.1172 0.7008 0.9142
C: -0.3838 -0.7610 -0.8200
C: -0.5800 -0.4269 0.5083
H: -1.2275 -0.9815 1.1756
H: -0.1994 1.4014 1.6772
H: -0.8960 -1.5783 -1.3273

Properties
E_tot = -280.29682 Eh
structure (SMILES) = c1cnnnc1
frontier orbital gap = 9.92 eV
highest occupied orbital energy = -9.909 eV

ORCA calculation (ωB97M-V/def2-TZVPD) on a structure of composition C18H19B2F15HgNO20P2S in a non-equilibrium geometry.

Geometry (Å):
Hg: 0.0799 -0.4899 0.7991
S: 1.3297 2.5926 2.3216
P: -1.8519 0.4290 4.2530
P: 2.6591 -1.7473 2.7632
F: 2.6805 -2.6997 1.3702
F: -3.3093 0.7118 4.9621
F: -1.8569 -1.0821 4.8476
F: -2.6294 -0.0365 2.9406
F: 2.0543 -0.5500 1.9438
F: 3.2410 -2.9009 3.7399
F: 2.6181 -0.7262 3.9891
F: 3.0851 4.0829 0.9089
F: -1.8060 2.0125 3.7774
F: 1.0762 -2.2280 2.8338
F: 1.4596 5.2332 1.6831
F: 1.2227 3.9860 -0.0783
F: -0.4473 0.1856 3.6002
F: -1.1132 0.8889 5.6762
F: 4.0604 -1.1141 2.3611
O: 2.5602 1.9437 2.8561
O: 4.3472 1.3734 0.8300
O: 4.0801 3.4490 -2.7848
O: -4.7922 5.4415 2.1822
O: 0.4993 1.6971 1.4697
O: 0.1847 -2.7965 0.3605
O: 1.7769 0.3435 -0.6313
O: -1.7052 3.9141 1.6384
O: -2.5058 2.1256 0.3785
O: -1.4076 0.4390 -0.7524
O: 5.4144 1.6983 -3.6178
O: -3.7268 4.2214 0.5495
O: 5.0536 1.8850 -1.2448
O: -1.6567 3.8865 -0.7567
O: 0.5260 3.2241 3.4101
O: 6.5858 2.9244 -5.1660
O: -2.2331 4.8015 3.5866
O: 3.0441 1.2530 -2.4274
O: -0.6909 2.8037 -2.4340
O: 4.6322 5.0406 -4.3169
N: -0.8617 -2.5947 -0.6376
C: -2.9265 -3.1386 -2.7048
C: 0.6657 -1.6708 -2.5134
C: -3.7985 4.8111 1.6951
C: -2.2342 -3.1039 -0.1892
C: -2.4817 4.5928 2.4427
C: 4.1437 1.3519 -0.3637
C: -1.5848 -2.5258 -3.0682
C: -1.7520 1.6290 -0.5527
C: -3.2974 -2.6945 -1.2282
C: 5.6488 2.7642 -4.3701
C: -1.2684 2.8324 -1.3691
C: 2.8640 0.8476 -1.1406
C: -2.7395 -2.3939 1.1005
C: 0.2459 -4.1042 -2.3043
C: -2.3129 -4.6528 0.0582
C: 4.6914 3.9186 -3.8332
C: -0.3989 -2.7125 -2.0646
C: 1.7792 4.1205 1.1209
B: -2.3998 3.5577 0.4072
B: 4.3687 2.0162 -2.5584
H: -0.2819 -5.0173 -2.0289
H: 0.2487 -0.6654 -2.4545
H: 0.0527 -3.7136 0.6116
H: -2.7941 -1.3328 0.8576
H: 1.6858 -1.7906 -2.1485
H: -3.6358 -3.0130 -3.5228
H: -1.3270 -3.1002 -3.9580
H: -3.7979 -2.5467 1.3112
H: 0.7886 -1.7485 -3.5936
H: -1.8168 -1.4775 -3.2561
H: -2.2057 -2.5399 2.0396
H: -2.8006 -4.2213 -2.7069
H: -1.7394 -5.2121 -0.6810
H: 1.1530 -4.0784 -1.7004
H: -4.3216 -2.9985 -1.0121
H: -1.8408 -4.8804 1.0139
H: -3.3634 -4.9097 0.1939
H: 0.4690 -4.2083 -3.3661
H: -3.3631 -1.6131 -1.3477

Properties
E_tot = -5039.68662 Eh
frontier orbital gap = 6.55 eV
total charge = -3
highest occupied orbital energy = -1.704 eV

ORCA calculation (ωB97M-V/def2-TZVPD) on the molecule C4H8FN in a non-equilibrium geometry.

Geometry (Å):
F: 2.4656 -0.1189 -0.5940
N: -1.8818 0.0081 -0.0111
C: 0.4865 1.1302 0.0383
C: 0.2930 -0.9300 0.2069
C: 1.4869 0.0712 0.3976
C: -0.5178 0.0784 -0.5421
H: 1.9934 -0.0866 1.4522
H: -2.2008 -1.0043 -0.3794
H: 0.6246 -1.9163 -0.2554
H: -0.1633 -0.9551 1.2575
H: -2.3201 0.7248 -0.5796
H: -0.8219 -0.3145 -1.7644
H: 0.7401 2.1961 -0.2529
H: -0.1842 1.1168 1.0265

Properties
E_tot = -311.71041 Eh
structure (SMILES) = N[C@H]1C[C@H](F)C1
frontier orbital gap = 10.52 eV
highest occupied orbital energy = -9.515 eV

ORCA calculation (ωB97M-V/def2-TZVPD) on the molecule C4H9NO2 in a non-equilibrium geometry.

Geometry (Å):
O: -1.8194 0.5227 -1.8708
O: -0.9038 2.5070 -2.2947
N: 0.3352 0.9930 -1.0456
C: 0.0880 -0.4237 0.9738
C: 0.5620 -0.3359 -0.5344
C: -0.8151 1.4279 -1.7801
C: 0.7295 -1.3408 1.8876
H: 0.0013 -1.1493 -1.1734
H: 1.6511 -0.9860 2.3176
H: 0.2346 0.6619 1.3736
H: -0.9288 -0.5369 0.9214
H: 0.8515 -2.3303 1.6181
H: 0.1094 -1.4073 2.9120
H: 1.5964 -0.6377 -0.6356
H: 0.9404 1.8555 -0.7634
H: -2.6323 1.1798 -1.9061

Properties
E_tot = -363.02884 Eh
structure (SMILES) = CCCNC(=O)O
frontier orbital gap = 10.24 eV
highest occupied orbital energy = -9.531 eV